No. 1
Formula: C11H23BFO15S3
Source: the OMol25 dataset
Level of theory: ωB97M-V with the def2-TZVPD basis set

Results
* gap between HOMO and LUMO: 6.45 eV
* F_max: 7.69 eV Å⁻¹
* net charge: -1

XYZ file:
```
54
Properties=species:S:1:pos:R:3:lowdin_charge:R:1
O 3.670 0.333 1.755 -0.126
C 2.519 -0.544 1.612 -0.237
C 1.814 -0.766 3.043 -0.183
C 0.347 -1.436 2.817 -0.113
C -0.632 -0.235 2.424 -0.328
C -2.198 -0.318 2.776 -0.133
O -2.636 0.869 2.023 -0.094
B -1.658 1.131 0.934 -0.838
F -2.173 1.499 -0.385 -0.025
O -0.749 -0.057 0.995 -0.065
H 3.441 1.078 2.358 0.060
H 1.792 -0.128 0.821 0.123
H 2.805 -1.590 1.232 0.120
H 1.741 0.193 3.661 0.050
H 2.500 -1.506 3.605 0.117
H 0.070 -1.980 3.778 0.107
H 0.475 -2.166 1.943 0.116
H -0.250 0.708 2.942 0.133
H -2.717 -1.153 2.177 0.127
H -2.549 -0.254 3.856 0.113
H -0.882 2.028 1.172 0.091
C 2.012 4.003 6.683 -0.177
C 0.601 3.707 6.202 -0.171
O 0.756 2.706 5.198 -0.175
S 2.024 1.771 5.572 0.637
O 1.540 0.598 6.226 -0.211
O 2.900 1.727 4.448 -0.229
O 2.679 2.741 6.696 -0.191
H 2.538 4.659 5.984 0.132
H 2.024 4.450 7.678 0.132
H 0.107 4.588 5.794 0.138
H -0.011 3.287 7.006 0.133
C -0.225 0.526 -3.708 -0.140
C -1.657 1.032 -3.717 -0.153
O -1.748 1.863 -4.879 -0.188
S -0.763 1.279 -6.022 0.650
O -1.541 0.478 -6.920 -0.237
O 0.084 2.342 -6.471 -0.240
O 0.101 0.281 -5.085 -0.311
H 0.460 1.287 -3.326 0.141
H -0.115 -0.387 -3.123 0.131
H -1.904 1.597 -2.818 0.127
H -2.365 0.210 -3.835 0.112
C -1.026 -4.795 -5.524 -0.181
C -1.364 -4.017 -6.788 -0.175
O -1.780 -2.731 -6.331 -0.182
S -0.967 -2.359 -4.978 0.691
O 0.141 -1.524 -5.333 -0.220
O -1.910 -2.003 -3.970 -0.200
O -0.403 -3.852 -4.656 -0.185
H -1.932 -5.164 -5.035 0.131
H -0.355 -5.632 -5.722 0.132
H -2.153 -4.492 -7.370 0.133
H -0.479 -3.882 -7.417 0.133
```

No. 2
Formula: C11H23Cl10NiO
Source: the OMol25 dataset
Level of theory: ωB97M-V with the def2-TZVPD basis set

Results
* gap between HOMO and LUMO (alpha / beta): 6.88 / 5.69 eV
* F_max: 2.64 eV Å⁻¹
* spin multiplicity: 3
* net charge: +1

XYZ file:
```
46
Properties=species:S:1:pos:R:3:lowdin_charge:R:1
Ni 0.644 -1.912 2.951 0.782
C -0.667 -0.344 0.644 -0.174
O 0.032 -1.348 1.247 -0.239
H 0.034 0.446 0.316 0.068
H -1.147 -0.668 -0.287 0.081
H -1.405 0.112 1.310 0.087
Cl -2.451 2.465 -2.708 0.519
C -1.388 1.670 -3.914 -0.636
C -1.786 0.212 -4.024 -0.682
Cl -3.478 0.103 -4.623 0.539
H -0.395 1.851 -3.511 0.023
H -1.520 2.130 -4.889 0.074
H -1.812 -0.345 -3.096 0.016
H -1.191 -0.296 -4.779 0.056
Cl 4.761 0.421 -0.963 0.598
C 3.489 -0.562 -1.722 -0.650
C 2.600 0.298 -2.590 -0.633
Cl 1.859 1.594 -1.615 0.591
H 2.908 -1.115 -0.987 0.062
H 4.020 -1.270 -2.355 0.079
H 1.888 -0.325 -3.127 0.038
H 3.228 0.752 -3.354 0.078
Cl -2.817 -3.865 -2.807 0.585
C -1.795 -3.477 -1.420 -0.680
C -0.316 -3.536 -1.722 -0.602
Cl 0.079 -2.580 -3.199 0.568
H -2.000 -4.256 -0.686 0.075
H -2.076 -2.508 -1.019 0.048
H 0.019 -4.545 -1.929 0.075
H 0.217 -3.020 -0.928 0.042
Cl -2.040 -0.088 4.649 0.499
C -2.358 1.648 4.225 -0.623
C -3.543 2.117 5.003 -0.622
Cl -3.098 2.251 6.752 0.535
H -2.532 1.722 3.156 0.072
H -1.440 2.124 4.548 0.048
H -4.354 1.400 5.023 0.064
H -3.840 3.128 4.745 0.077
Cl 4.466 0.144 3.181 0.568
C 3.681 1.472 2.296 -0.651
C 2.293 1.090 1.870 -0.605
Cl 1.270 0.689 3.319 0.623
H 4.278 1.734 1.426 0.041
H 3.687 2.330 2.965 0.080
H 2.271 0.247 1.188 0.038
H 1.725 1.909 1.437 0.066
```

No. 3
Formula: C11H23F5NO3P2TeTi
Source: the OMol25 dataset
Level of theory: ωB97M-V with the def2-TZVPD basis set

Results
* gap between HOMO and LUMO (alpha / beta): 4.58 / 4.58 eV
* F_max: 5.82 eV Å⁻¹
* net charge: +3

XYZ file:
```
47
Properties=species:S:1:pos:R:3:lowdin_charge:R:1
Ti 0.130 -0.744 0.228 0.877
P 1.052 0.454 2.292 0.930
C 0.576 2.112 1.936 -0.033
C 0.033 2.414 0.666 -0.272
N 0.082 1.391 -0.278 0.019
C -0.098 1.688 -1.576 -0.252
C -0.247 3.016 -1.951 0.112
C -0.391 4.043 -0.990 0.062
C -0.443 3.734 0.346 0.120
C -0.055 0.625 -2.674 -0.230
P -0.673 -1.033 -2.160 0.881
H -0.627 4.537 1.077 0.171
H -0.264 3.237 -3.038 0.173
H -0.463 5.076 -1.348 0.162
H -0.744 0.921 -3.488 0.121
H 0.987 0.530 -3.058 0.148
H -3.399 0.684 3.316 0.000
H 0.108 2.665 2.764 0.146
H -4.141 -1.853 -0.841 0.079
O -4.182 0.702 2.754 -0.104
H -4.138 1.617 2.209 0.113
H -1.450 -2.368 0.942 0.143
O -3.614 -2.561 -0.338 -0.133
H -4.258 -2.902 0.402 0.135
C -2.395 -1.075 -2.752 -0.212
H -2.478 -1.195 -3.841 0.094
H -2.893 -1.898 -2.222 0.024
H -2.874 -0.127 -2.483 0.067
C 0.227 -2.199 -3.267 -0.181
H -0.260 -3.190 -3.188 0.086
H 0.189 -1.858 -4.320 0.093
H 1.278 -2.304 -2.936 0.047
C 2.838 0.945 2.129 -0.152
H 3.153 1.467 3.031 0.087
H 3.630 0.243 1.889 0.061
H 2.856 1.700 1.337 0.067
C 0.798 -0.224 4.009 -0.171
H 1.306 -1.187 4.211 0.087
H 1.189 0.458 4.787 0.086
H -0.281 -0.401 4.174 0.058
F 4.812 -3.799 0.735 -0.435
Te 3.159 -2.869 0.211 2.006
F -0.522 -2.579 1.158 -0.044
F 3.525 -2.962 -1.747 -0.515
F 3.008 -2.286 2.098 -0.539
F 4.289 -1.360 0.093 -0.405
O 1.667 -1.286 -0.294 -0.576
```

No. 4
Formula: C11H23FO4
Source: the OMol25 dataset
Level of theory: ωB97M-V with the def2-TZVPD basis set

Results
* gap between HOMO and LUMO: 10.86 eV
* F_max: 5.46 eV Å⁻¹
* SMILES: CC[C@H](F)[C@@H]1COC(=O)C1.CCO.CCO
* net charge: 0

XYZ file:
```
39
Properties=species:S:1:pos:R:3:lowdin_charge:R:1
C -0.785 0.553 0.245 -0.076
C 0.318 -0.009 -0.653 -0.160
C 1.617 -0.395 0.025 -0.336
F 1.577 -1.700 0.440 0.010
C 2.069 0.499 1.121 -0.271
C 2.443 1.926 0.770 -0.109
O 3.016 2.405 1.994 0.028
C 3.346 1.364 2.804 -0.532
O 3.597 1.461 3.910 0.201
C 3.324 0.131 1.895 -0.015
H -1.474 1.098 -0.396 0.043
H -0.438 1.276 0.968 0.067
H -1.376 -0.221 0.712 0.077
H -0.070 -0.925 -1.088 0.109
H 0.480 0.655 -1.491 0.112
H 2.392 -0.362 -0.743 0.153
H 1.317 0.617 1.905 0.155
H 3.288 1.920 0.078 0.135
H 1.656 2.549 0.381 0.132
H 4.203 0.291 1.269 0.139
H 3.311 -0.800 2.424 0.128
C -3.494 3.942 -2.981 -0.092
C -2.639 2.797 -2.473 -0.321
O -2.266 2.991 -1.109 -0.105
H -2.959 4.887 -2.886 0.076
H -3.765 3.795 -4.028 0.075
H -4.412 4.027 -2.394 0.073
H -1.716 2.726 -3.047 0.111
H -3.174 1.846 -2.565 0.111
H -3.076 3.045 -0.588 0.090
C -0.283 -4.524 1.401 -0.094
C -1.148 -5.140 0.317 -0.323
O -1.376 -4.216 -0.746 -0.091
H -0.755 -3.625 1.798 0.075
H -0.119 -5.227 2.220 0.073
H 0.687 -4.228 0.996 0.063
H -2.124 -5.416 0.713 0.109
H -0.675 -6.040 -0.088 0.107
H -0.516 -3.974 -1.109 0.075
```

No. 5
Formula: C11H23HgN2O4P2
Source: the OMol25 dataset
Level of theory: ωB97M-V with the def2-TZVPD basis set

Results
* gap between HOMO and LUMO: 5.42 eV
* F_max: 2.11 eV Å⁻¹
* net charge: +1

XYZ file:
```
43
Properties=species:S:1:pos:R:3:lowdin_charge:R:1
Hg -0.026 -1.618 0.063 0.839
P -2.153 -0.656 0.760 0.706
C -2.150 1.055 0.338 -0.351
C -0.903 1.740 0.517 -0.389
N 0.239 0.993 0.423 0.013
C 1.450 1.489 0.653 -0.345
C 1.600 2.830 1.045 -0.037
C 0.470 3.654 1.110 -0.048
C -0.780 3.122 0.816 -0.023
C 2.641 0.539 0.493 -0.247
P 2.228 -0.848 -0.629 0.783
H -1.690 3.712 0.835 0.112
H 2.606 3.194 1.257 0.113
H 0.568 4.707 1.394 0.119
H 3.516 1.102 0.124 0.111
H 2.892 0.101 1.477 0.101
H -2.059 1.037 -1.673 -0.002
H -3.062 1.657 0.296 0.082
H -1.202 -0.332 -2.914 0.084
O -1.916 0.982 -2.633 -0.027
H -2.789 1.134 -3.032 0.100
H -0.424 -1.533 -1.920 0.037
O -0.600 -1.199 -2.971 0.074
H -1.111 -1.883 -3.433 0.144
C 2.339 -0.104 -2.274 -0.244
H 3.371 0.236 -2.440 0.066
H 2.094 -0.842 -3.050 0.047
H 1.671 0.763 -2.370 0.061
C 3.543 -2.051 -0.448 -0.242
H 3.300 -2.923 -1.065 0.058
H 4.506 -1.639 -0.773 0.067
H 3.602 -2.373 0.598 0.046
C -2.204 -0.579 2.578 -0.229
H -3.167 -0.137 2.878 0.069
H -2.070 -1.585 2.989 0.034
H -1.387 0.067 2.925 0.062
C -3.718 -1.414 0.211 -0.247
H -3.678 -2.490 0.467 0.057
H -4.568 -0.938 0.739 0.067
H -3.844 -1.301 -0.884 0.044
O 0.016 -3.036 2.833 -0.099
N 0.835 -2.406 2.170 -0.450
O 2.015 -2.225 2.522 -0.115
```

Q: Look up the F_max of the fifth one.
A: 2.11 eV Å⁻¹

Q: F_max of number 3 (C11H23F5NO3P2TeTi)?
A: 5.82 eV Å⁻¹

Q: The highest F_max belongs to which entry?
A: C11H23BFO15S3